Entry from OMol25: an isolated ion of composition C7H9O5S and charge -1 (ωB97M-V with the def2-TZVPD basis set).

Calculated values
- Lowest unoccupied orbital energy: 0.128 Ha
- Structure (SMILES): COC1=CC=C[C@H](S(=O)(=O)[O-])[C@H]1O
- Kohn-Sham gap: 7.64 eV
- HOMO energy: -0.1525 hartree
- Energy above the lowest of the compared OMol25 structures with the same formula, charge and spin: 39.06 kcal per mole
- Total charge: -1
- Electronic energy: -28476.3781 eV
- Molecular weight: 205.21 g/mol

Positions of all 22 atoms, in Å:
C -0.603 1.320 2.466
O 0.606 0.620 2.112
C 0.616 0.172 0.700
C 1.565 0.691 -0.069
C 1.723 0.192 -1.300
C 0.927 -0.812 -1.747
C -0.185 -1.268 -1.042
S -1.388 0.275 -1.637
O -1.740 -0.067 -3.009
O -2.562 0.085 -0.819
O -0.635 1.510 -1.494
C -0.236 -0.944 0.449
O 0.054 -2.078 1.319
H -1.022 0.682 3.326
H -1.185 1.488 1.511
H -0.478 2.366 2.873
H 2.049 1.597 0.312
H 2.526 0.652 -1.862
H 1.002 -1.286 -2.753
H -0.761 -2.141 -1.333
H -1.287 -0.847 0.757
H 1.013 -2.207 1.241

Entry from OMol25: an isolated ion of composition C7H9OS and charge -1 (ωB97M-V with the def2-TZVPD basis set).

Calculated values
- Lowest unoccupied orbital energy: 0.136 Ha
- Structure (SMILES): CC(C)c1occc1[S-]
- Kohn-Sham gap: 5.69 eV
- HOMO energy: -0.0734 hartree
- Energy above the lowest of the compared OMol25 structures with the same formula, charge and spin: 0.00 kcal per mole
- Total charge: -1
- Electronic energy: -20286.3466 eV
- Molecular weight: 141.22 g/mol

Positions of all 18 atoms, in Å:
C 1.307 -0.123 1.046
C 0.044 -0.668 0.382
C 0.438 -1.321 -1.026
C -0.953 0.372 0.256
O -0.699 1.685 0.196
C -1.880 2.357 0.009
C -2.966 1.486 -0.149
C -2.542 0.147 0.076
S -3.400 -1.277 0.270
H 1.926 0.329 0.381
H 2.028 -1.043 1.348
H 1.171 0.432 1.916
H -0.418 -1.507 0.964
H 1.434 -1.821 -0.764
H 0.420 -0.466 -1.580
H -0.401 -1.930 -1.185
H -1.799 3.450 -0.066
H -3.944 1.795 -0.503

Entry from OMol25: one molecule with the formula C7H9P (ωB97M-V with the def2-TZVPD basis set).

Calculated values
- Lowest unoccupied orbital energy (alpha / beta): -0.047 / -0.062 Ha
- Kohn-Sham gap (alpha / beta): 5.32 / 4.47 eV
- HOMO energy (alpha / beta): -0.2424 / -0.2260 hartree
- Energy above the lowest of the compared OMol25 structures with the same formula, charge and spin: 117.48 kcal per mole
- Electronic energy: -16687.1518 eV
- Molecular weight: 124.12 g/mol

Positions of all 17 atoms, in Å:
C 0.741 -1.022 1.762
C 1.333 -0.727 0.723
C -1.150 0.608 -1.267
C -0.193 1.427 -0.678
C -1.055 -0.350 -2.234
C 1.197 1.214 -1.245
C -0.059 -1.128 2.972
P 1.588 -0.633 -0.950
H -2.120 0.598 -0.756
H -0.396 1.856 0.254
H -1.936 -1.173 -2.311
H -0.269 -0.525 -2.926
H 1.225 1.580 -2.311
H 1.959 1.785 -0.798
H 0.395 -1.777 3.667
H -0.281 -0.065 3.274
H -0.979 -1.668 2.823

Entry from OMol25: C7HClO5S2 as an isolated structure (ωB97M-V with the def2-TZVPD basis set).

Calculated values
- Lowest unoccupied orbital energy: -0.057 Ha
- Kohn-Sham gap: 8.39 eV
- HOMO energy: -0.3650 hartree
- Electronic energy: -51701.2106 eV
- Molecular weight: 264.67 g/mol

Positions of all 16 atoms, in Å:
C -0.066 -0.353 0.071
C 0.905 0.652 0.138
C -1.352 0.131 -0.074
C -0.769 2.540 0.049
C 0.522 1.973 0.037
C -1.762 1.488 -0.092
C 2.346 0.454 0.266
O 3.199 1.247 0.550
O 1.920 4.114 -0.897
O -4.355 1.176 0.798
O -2.561 -0.547 -0.173
O -0.606 3.844 0.033
S 1.196 3.669 0.280
S -3.508 0.991 -0.312
Cl 2.860 -1.208 -0.114
H 0.328 -1.310 0.158